(1)
57
Properties=species:S:1:pos:R:3:forces:R:3 method="wB97M-V/def2-TZVPD" total_charge=0 e_homo_ev=-7.24 gap_ev=7.82 spin_multiplicity=1 e_above_lowest_kj_mol=2049.63
C -0.81168 2.81190 -3.85483 -1.5 1.2 1.0
H -1.18475 3.90612 -3.74199 1.4 -1.8 -0.2
O -1.61237 2.18625 -2.65272 0.7 8.6 -4.1
C -1.32279 0.98273 -2.51112 -0.7 -1.0 1.0
C -0.66240 0.28586 -3.33311 1.2 -11.6 4.8
C -0.36244 -1.21519 -3.02883 -3.6 2.1 6.0
C -0.75132 -1.73531 -1.89070 -4.8 -1.2 4.1
C -1.78822 -0.85879 -1.01782 3.0 -2.6 -2.4
C -1.94463 0.43980 -1.44120 -1.3 -3.4 5.2
H -2.41542 1.14416 -0.73823 -0.3 -0.3 -0.6
C -2.26853 -1.56524 0.26530 -0.2 11.9 0.9
N -1.34025 -1.26015 1.28550 4.8 0.9 3.6
C -1.01591 0.39481 1.71908 0.1 -8.1 -1.2
H -0.70920 0.58719 0.78800 0.8 2.3 -3.3
C -0.02466 0.51242 2.74197 4.3 -3.5 1.7
C -0.07145 -0.44248 3.93148 -3.1 4.7 3.6
C -0.38543 -1.74409 3.67801 -4.5 -7.5 -3.3
C -1.51599 -1.92155 2.56157 -2.1 -1.9 0.2
H -1.91568 -3.04624 2.42839 1.8 1.8 0.0
H -2.45988 -1.60654 2.99039 -0.8 1.0 0.6
H 0.30772 -2.30621 3.18324 3.1 -1.2 -1.2
H -0.70838 -2.56510 4.41137 0.3 2.0 0.1
H -1.06185 -0.11799 4.51151 2.1 0.0 -0.3
H 0.78815 -0.48818 4.61615 -0.1 1.3 -0.2
C -0.29297 1.88758 3.15191 13.1 0.0 0.5
O -1.18921 2.26623 3.95111 -4.1 1.1 3.2
H -1.84592 2.35510 3.29962 -3.2 1.0 -0.2
H 0.00003 2.42919 2.30347 -0.7 1.9 -1.5
H 0.93472 2.14497 3.77959 -3.1 -0.4 -1.2
C 1.58893 0.14542 2.26716 -3.0 2.0 -0.5
C 1.67719 0.40046 0.79058 2.1 2.6 -1.1
C 1.87246 1.87921 0.37079 -0.1 -4.4 3.4
C 2.22191 2.10053 -0.88080 0.5 8.2 -2.0
C 2.35451 1.27990 -1.88906 1.0 -8.8 -4.2
C 2.19290 -0.10792 -1.52873 -0.7 -1.3 2.9
C 1.81522 -0.72286 -0.15112 2.3 18.2 -4.3
C 1.54545 -1.90261 0.17596 8.3 -14.3 -1.9
H 1.98618 -2.71644 -0.74262 -2.4 2.0 1.7
H 0.73066 -2.17211 0.60871 -5.2 -1.8 2.5
H 2.52007 -2.46172 0.71550 -2.2 1.6 0.1
H 2.44079 -0.95042 -2.15168 -0.1 0.1 -1.0
H 2.71403 1.24007 -3.03545 -0.8 1.5 2.9
H 2.40981 3.21022 -1.27475 -0.4 -1.9 1.5
H 2.03718 2.69055 1.11212 -0.6 -0.9 -0.4
H 1.62472 -0.93297 2.27737 0.4 -0.2 1.2
H 2.22381 0.76743 3.00805 -0.7 -1.3 -1.5
H -1.86637 0.70572 2.12813 -4.3 1.5 0.7
H -3.03812 -0.73329 0.71619 -0.6 -2.4 -1.8
H -2.56204 -2.48227 0.27648 -1.9 -5.7 -0.3
H -0.79410 -2.88564 -1.67046 0.5 2.3 -0.4
O 0.21393 -1.96025 -3.90513 1.4 0.6 -3.6
C 0.53489 -1.00205 -4.89327 5.6 3.3 7.7
O -0.09213 0.24176 -4.39237 5.9 2.7 -13.7
H 1.82037 -0.85268 -4.91378 -3.5 0.0 0.3
H 0.33895 -1.31037 -5.76822 -2.5 -1.6 -6.6
H 0.34243 2.59157 -3.76211 -2.5 0.7 0.1
H -1.22291 2.47951 -4.87465 0.6 0.0 1.8

(2)
14
Properties=species:S:1:pos:R:3:forces:R:3 method="wB97M-V/def2-TZVPD" total_charge=0 e_homo_ev=-8.80 gap_ev=9.31 spin_multiplicity=1 e_above_lowest_kj_mol=442.58
C -1.23406 0.87641 -0.85104 -0.1 1.5 0.5
C -0.32814 -0.02361 0.05632 -3.3 -3.3 -0.5
C 0.74188 0.72215 0.62699 3.7 -0.8 0.1
O 0.85466 1.80481 1.06601 0.0 -0.3 0.0
N 2.26750 -0.26907 0.50315 -2.0 2.6 0.2
O 1.95775 -1.55670 0.13178 -0.1 -1.7 -0.2
S 3.14582 0.52751 -0.72812 0.5 0.4 0.0
H -2.29146 0.61588 -1.00983 0.6 -0.9 0.2
H -0.72562 0.89707 -1.81652 -0.3 0.5 -0.1
H -1.39930 1.93951 -0.42580 1.0 -1.6 -0.6
H 0.09044 -1.01750 -0.48276 -1.2 2.6 1.2
H -1.00456 -0.44957 0.90754 1.4 0.7 -1.2
H 1.95208 -1.70914 -0.84082 0.3 0.6 0.5
H 4.31473 0.78074 -0.07654 -0.4 -0.3 -0.1

(3)
72
Properties=species:S:1:pos:R:3:forces:R:3 method="wB97M-V/def2-TZVPD" total_charge=+1 e_homo_ev=-11.64 gap_ev=6.73 spin_multiplicity=1
C -3.90456 -0.69833 -2.73384 -1.0 2.4 -0.1
N -4.60070 0.41450 -2.99475 1.1 -2.7 -0.1
N -4.48811 1.28574 -1.92683 2.0 -2.2 1.6
C -3.71192 0.61833 -1.06479 0.8 0.7 0.7
S -3.12090 1.05522 0.58988 -0.4 -0.1 -0.7
C -1.45070 0.27666 0.62271 1.3 0.0 -1.2
C -0.65545 0.53543 1.95292 -0.5 -0.7 0.7
C 0.17262 -0.74689 2.34892 -0.1 -0.1 0.4
C 1.43930 -1.05074 1.43444 -1.6 -0.7 0.7
N 1.65160 -0.10317 0.30403 0.0 -0.1 -0.4
C 1.63323 -0.48628 -0.97044 0.0 -0.1 -1.7
N 2.81183 -0.45165 -1.77848 -3.4 -0.7 0.9
C 2.45174 -0.56892 -3.20233 1.0 0.5 -1.7
O 1.74710 -1.75463 -3.53984 0.0 0.4 0.6
C 0.75724 -2.06855 -2.56243 0.0 -1.6 0.4
N 0.43574 -0.97302 -1.62346 2.0 -0.1 -0.2
O -3.27150 -0.61638 -1.48883 -1.7 1.1 -1.8
H -3.80659 -1.59080 -3.38792 0.0 0.9 0.8
H -0.86904 0.76435 -0.21431 -0.7 -0.5 0.8
H -1.48778 -0.82053 0.37461 -0.3 1.1 0.5
H -1.39557 0.70845 2.78532 0.8 0.0 -0.7
H 0.03984 1.40978 1.90308 -0.8 -0.5 -0.1
H -0.52373 -1.63567 2.35089 0.7 0.9 -0.2
H 0.53986 -0.67377 3.41331 -0.4 0.2 -1.1
H 1.27483 -2.06323 0.96860 0.6 1.0 0.5
H 2.36444 -1.04566 2.09427 -0.9 0.0 -1.2
H 1.76293 0.90093 0.48561 1.2 0.0 0.2
H 3.35722 -1.26278 -1.45689 0.7 0.8 0.1
H 1.85809 0.30826 -3.58431 0.6 -0.5 1.0
H 3.41550 -0.54702 -3.78432 -1.1 -0.3 0.5
H -0.15684 -2.48152 -3.07787 0.8 0.8 0.5
H 1.14312 -2.92743 -1.93316 -0.3 0.9 -0.5
H 0.00508 -0.19959 -2.15187 -0.3 -0.1 0.8
O 1.99423 2.82727 1.23011 -0.4 -0.5 -0.1
H 1.86364 3.79522 1.21173 0.5 -0.1 -0.1
H 2.75447 2.70615 1.81008 -0.1 0.1 0.0
O -1.09091 -4.53869 -4.54479 0.1 0.4 0.0
H -1.73431 -4.25521 -5.20514 0.0 -0.2 0.0
H -0.26867 -4.11999 -4.82596 0.0 -0.2 -0.1
O -6.67705 -0.43055 -0.05907 0.1 0.0 0.0
H -7.31677 -0.13029 -0.71552 0.0 0.0 0.1
H -5.84534 -0.03266 -0.34272 -0.2 0.1 0.0
O -6.50955 1.13017 2.77783 0.0 -0.4 0.0
H -7.35759 1.06699 3.23200 0.1 0.1 0.0
H -6.56731 0.46382 2.07848 -0.1 0.2 -0.2
O 3.05762 5.25116 1.21602 -0.1 0.3 0.2
H 2.90660 6.20331 1.19656 -0.1 -0.1 0.0
H 3.82511 5.14766 1.79774 0.2 0.1 -0.3
O -4.99212 -1.87532 3.42156 0.0 0.0 -0.2
H -4.53810 -1.78529 2.57636 -0.1 0.0 0.1
H -5.78613 -1.33804 3.31722 0.1 0.1 0.1
O -1.68575 2.68085 -3.54117 0.0 -0.4 0.0
H -1.84962 2.69767 -4.49117 0.0 0.1 0.1
H -2.52638 2.38830 -3.16466 0.0 0.2 0.0
O 5.95153 5.27336 1.67285 0.1 -0.3 0.1
H 6.35256 5.14703 0.80510 -0.1 0.1 0.0
H 6.41559 4.64515 2.23887 0.0 0.2 0.0
O 4.35479 -0.25381 3.04985 -0.4 0.2 -0.1
H 4.75106 -0.38904 2.18299 0.1 -0.1 0.2
H 4.80368 -0.89687 3.61156 0.1 0.1 -0.1
O 2.18424 -4.18382 2.31730 -0.2 0.1 -0.2
H 1.33519 -4.25876 2.76954 0.1 0.0 0.1
H 2.13758 -4.85232 1.62376 0.1 0.0 0.1
O 6.81530 -1.48190 2.49087 0.3 0.0 -0.2
H 7.25183 -0.71283 2.10633 0.0 0.0 0.1
H 7.53576 -2.10233 2.65334 -0.1 0.0 0.0
O -2.32044 -3.20916 -0.75598 0.2 -0.1 0.0
H -2.95316 -2.90975 -1.41556 -0.1 -0.1 0.2
H -1.48637 -2.81760 -1.03729 -0.1 0.0 0.0
O -0.44291 4.18857 -0.43307 0.2 -0.2 0.0
H -0.04714 4.05568 -1.30273 -0.2 0.1 0.0
H 0.00748 3.54898 0.13117 -0.1 0.1 0.0

(4)
49
Properties=species:S:1:pos:R:3:forces:R:3 method="wB97M-V/def2-TZVPD" total_charge=-1 e_homo_ev=-3.86 gap_ev=6.06 spin_multiplicity=1 e_above_lowest_kj_mol=123.18
K -0.67749 -0.41614 -1.18898 -1.6 0.9 -1.1
S -3.69535 1.67376 1.26626 0.1 0.0 -0.4
C -4.56198 0.22277 1.03437 -0.1 0.0 0.2
C -4.16481 -0.45740 -0.07903 -0.2 0.2 0.1
C -3.14403 0.17400 -0.86395 -0.7 -0.1 -0.2
C -2.77449 1.33940 -0.26491 -0.7 0.0 0.7
C -1.80310 2.32210 -0.69878 0.2 0.5 -0.1
C -1.58696 3.52214 0.01126 0.0 -0.1 0.0
C -0.65641 4.43056 -0.43578 0.0 0.0 0.0
C 0.05712 4.15436 -1.59798 0.0 0.0 0.0
C -0.21744 2.96213 -2.24039 0.0 0.0 -0.1
N -1.10584 2.06544 -1.82341 0.0 0.5 0.0
H -5.31089 -0.06837 1.76062 0.0 0.0 0.0
H -4.62470 -1.40289 -0.34971 0.0 0.0 0.0
H -2.16730 3.71489 0.90275 0.0 0.0 0.0
H -0.48707 5.35268 0.10767 0.0 0.0 0.0
H 0.79952 4.83867 -1.98683 0.0 0.0 0.0
H 0.30840 2.70603 -3.15844 0.0 0.0 0.0
Br 0.56765 -0.27175 -4.29229 -0.1 -0.1 -0.2
C -0.63104 -1.44739 -5.25796 -0.1 0.0 0.1
Br -2.22104 -1.94041 -4.27315 0.3 0.2 0.0
H -0.08760 -2.35415 -5.48246 0.0 0.0 0.0
H -0.94591 -0.92949 -6.15279 0.0 0.0 0.0
O 0.90765 -1.76403 -0.66190 2.4 -1.8 0.6
C 1.34107 -1.36247 0.54171 0.2 -0.2 0.3
C 0.13390 -1.14477 1.48778 0.0 0.1 0.2
C -0.94518 -1.97536 1.53329 0.1 -0.1 0.1
C -1.93838 -1.56635 2.46259 -0.1 -0.1 0.1
C -1.60082 -0.42442 3.11282 0.2 0.2 0.0
S -0.07974 0.17071 2.58501 -0.1 -0.1 0.0
C 2.25736 -2.39912 1.22054 0.0 0.0 -0.1
C 2.10547 -3.08364 2.38794 0.0 0.0 0.1
C 3.15362 -4.01662 2.63574 0.0 0.0 0.1
C 4.08444 -4.02452 1.64758 0.1 0.1 -0.2
S 3.69419 -2.89798 0.40719 -0.1 -0.1 0.1
C 2.12787 -0.04167 0.43715 0.1 0.1 0.1
C 2.18375 0.75184 -0.66477 0.1 0.1 -0.1
C 2.93112 1.94758 -0.47191 0.0 0.0 -0.1
C 3.45647 2.03248 0.77673 0.0 -0.1 0.2
S 3.04234 0.66027 1.72705 0.0 0.0 -0.2
H -0.99708 -2.87287 0.93229 0.0 0.1 -0.1
H -2.86682 -2.09551 2.62320 0.0 0.0 0.0
H -2.16728 0.13625 3.83854 -0.1 0.0 0.0
H 1.27022 -2.92889 3.05572 0.0 0.0 0.0
H 3.19857 -4.64647 3.51415 0.0 0.0 0.0
H 4.97677 -4.62628 1.56954 0.0 0.0 0.0
H 1.72713 0.46845 -1.60107 0.0 0.0 0.0
H 3.06840 2.69873 -1.23769 0.0 0.0 0.0
H 4.06572 2.81370 1.20467 0.0 0.0 -0.1

(5)
19
Properties=species:S:1:pos:R:3:forces:R:3 method="wB97M-V/def2-TZVPD" total_charge=0 e_homo_ev=-8.71 gap_ev=9.25 spin_multiplicity=1 e_above_lowest_kj_mol=750.23
H -1.06038 -3.99477 -1.55127 0.1 0.6 0.0
N -0.80715 -4.17197 -0.56411 -0.2 -1.2 -1.0
N -0.88456 -3.21157 0.19186 0.0 -1.3 2.0
N -1.00885 -1.99278 0.05766 0.8 2.0 -0.9
C -1.70638 -0.99054 0.36170 -0.6 -0.2 -0.1
H -1.24203 -0.01861 0.36286 0.1 0.2 -0.2
H -2.76457 -1.06973 0.58863 -0.1 -0.1 0.2
C 1.79241 0.84853 -1.65267 0.2 0.2 -0.3
C 1.79966 0.19773 -0.53375 0.1 -0.1 0.1
C 1.80912 -0.45157 0.58392 0.0 -0.3 0.4
H 0.90638 0.91847 -2.25342 -0.4 0.0 -0.1
H 2.67920 1.32461 -2.04049 0.2 0.0 0.0
H 1.57552 0.02864 1.52365 -0.1 0.1 0.0
H 2.03246 -1.50816 0.62420 0.0 -0.1 -0.1
N -1.14652 2.77027 1.20467 -0.2 0.3 0.0
O -0.32357 2.07396 0.29137 0.1 -0.1 -0.1
H -1.49919 3.61665 0.75525 0.2 -0.2 0.1
H -0.60008 3.03139 2.02069 0.1 0.0 -0.1
H 0.44852 2.59946 0.02925 -0.2 0.0 0.2

(6)
13
Properties=species:S:1:pos:R:3:forces:R:3 method="wB97M-V/def2-TZVPD" total_charge=0 e_homo_ev=-8.64 gap_ev=7.86 spin_multiplicity=1 e_above_lowest_kj_mol=553.76
C 0.78441 1.50446 -0.95473 -0.2 -1.7 3.2
C -1.55940 -1.28439 1.36582 4.0 2.7 2.7
N 0.87410 0.13589 -1.50125 0.4 0.5 0.7
O 0.99808 -0.03555 1.48761 0.2 0.9 0.7
O 1.71790 -0.18257 -2.30998 -0.6 0.5 0.5
O 0.03586 -0.61543 -1.03315 -0.8 -1.2 -0.5
P 0.39567 -1.32060 1.11012 -1.4 -1.2 0.1
H 0.79000 1.59384 0.19577 0.7 -1.2 -1.6
H -0.16600 1.86667 -1.07176 -2.3 0.9 -1.4
H 1.54535 2.00356 -1.36218 2.6 2.4 -1.6
H -1.73708 -0.44356 2.11760 -0.2 -1.7 -0.6
H -1.85466 -0.95159 0.46427 -1.4 1.1 -3.2
H -1.82424 -2.27071 1.49186 -1.0 -2.0 1.0

(7)
8
Properties=species:S:1:pos:R:3:forces:R:3 method="wB97M-V/def2-TZVPD" total_charge=0 e_homo_ev="-9.84 / -8.69" gap_ev="8.41 / 6.54" spin_multiplicity=1 e_above_lowest_kj_mol=41.71
C 0.05632 -0.37659 1.28870 0.7 -1.1 2.9
C -0.12995 0.19854 -1.65441 -0.7 0.9 2.3
N -0.59073 0.43153 0.69079 -0.7 1.1 -2.5
Cl -0.20126 -0.52224 3.13317 0.1 0.1 -0.9
Cl 1.28426 -1.48134 0.83273 0.2 -0.8 0.4
Cl 1.54353 -0.03904 -1.67754 -0.5 -0.3 -1.1
Cl -0.60306 1.79975 -1.90910 -0.1 0.2 -0.5
Cl -1.37994 -0.95438 -1.78584 0.9 -0.2 -0.5

Number 1: largest force on an atom 18.84 eV/A. Number 2: largest force on an atom 4.73 eV/A. Number 3: largest force on an atom 3.57 eV/A. Number 4: largest force on an atom 3.03 eV/A. Number 5: largest force on an atom 2.39 eV/A. Number 6: largest force on an atom 5.50 eV/A. Number 7: largest force on an atom 3.17 eV/A.